Run P
C2H7PS2 | the ωB97M-V functional and the def2-TZVPD basis

Results
Molar mass (g/mol): 126.186
Gap between HOMO and LUMO (eV): 7.6
HOMO (eV): -7.305

Last columns: bonded neighbours and bond lengths (Å).
Positions of all 12 atoms, in Å:
1 C -1.41 -0.23 -0.36  C2 1.562, H6 1.070, H7 1.107, H10 1.176
2 C 0.03 -0.10 0.23  C1 1.562, S4 1.767, H8 1.074, H9 1.019
3 P 2.97 -0.45 0.81  S4 2.121, S5 2.088
4 S 1.44 -0.69 -0.65  C2 1.767, P3 2.121, H11 1.454
5 S 4.20 0.65 -0.47  P3 2.088, H12 1.300
6 H -2.03 -0.82 0.28  C1 1.070
7 H -1.21 -0.75 -1.32  C1 1.107
8 H 0.46 0.87 0.35  C2 1.074
9 H 0.03 -0.65 1.09  C2 1.019
10 H -1.94 0.82 -0.47  C1 1.176
11 H 1.26 -2.13 -0.59  S4 1.454
12 H 3.62 1.81 -0.31  S5 1.300

Run Q
C2H7PS2 | the ωB97M-V functional and the def2-TZVPD basis

Results
Molar mass (g/mol): 126.186
Gap between HOMO and LUMO (eV): 9.5
HOMO (eV): -9.073
SMILES string: S=[PH2]S.C=C

Last columns: bonded neighbours and bond lengths (Å).
Positions of all 12 atoms, in Å:
1 C -1.91 0.24 0.38  C2 1.347, H7 1.097, H8 1.093
2 C -1.82 -0.63 -0.65  C1 1.347, H9 1.107, H10 0.994
3 P 1.79 -0.36 0.28  S4 2.093, S5 1.915, H6 1.458, H11 1.511
4 S 1.53 1.56 -0.50  P3 2.093, H12 1.352
5 S 1.19 -1.95 -0.60  P3 1.915
6 H 3.14 0.00 0.71  P3 1.458
7 H -2.33 -0.05 1.35  C1 1.097
8 H -1.77 1.31 0.22  C1 1.093
9 H -2.20 -1.66 -0.51  C2 1.107
10 H -1.59 -0.24 -1.54  C2 0.994
11 H 1.13 -0.04 1.60  P3 1.511
12 H 2.84 1.80 -0.74  S4 1.352

Name the least stable of them. run P.